{
  "formula": "C30H75F6K2N3O32P5S6",
  "method": "ωB97M-V/def2-TZVPD",
  "elements": ["K", "K", "N", "S", "O", "O", "F", "S", "O", "O", "F", "N", "S", "O", "O", "F", "S", "O", "O", "F", "N", "S", "O", "O", "F", "S", "O", "O", "F", "C", "C", "O", "P", "O", "O", "C", "C", "O", "C", "C", "H", "H", "H", "H", "H", "H", "H", "H", "H", "H", "H", "H", "H", "H", "H", "C", "C", "O", "P", "O", "O", "C", "C", "O", "C", "C", "H", "H", "H", "H", "H", "H", "H", "H", "H", "H", "H", "H", "H", "H", "H", "C", "C", "O", "P", "O", "O", "C", "C", "O", "C", "C", "H", "H", "H", "H", "H", "H", "H", "H", "H", "H", "H", "H", "H", "H", "H", "C", "C", "O", "P", "O", "O", "C", "C", "O", "C", "C", "H", "H", "H", "H", "H", "H", "H", "H", "H", "H", "H", "H", "H", "H", "H", "C", "C", "O", "P", "O", "O", "C", "C", "O", "C", "C", "H", "H", "H", "H", "H", "H", "H", "H", "H", "H", "H", "H", "H", "H", "H"],
  "positions_angstrom": [[-2.683366, -1.548568, 1.517466], [-2.208480, -0.212523, -1.746725], [-0.474362, -0.747960, 0.112318], [0.342211, 0.085228, 1.123834], [1.455533, 0.868589, 0.721097], [0.364762, -0.326197, 2.501906], [-0.797728, 1.250502, 1.184426], [0.887363, -1.532882, -0.590132], [1.981317, -1.976569, 0.213257], [1.171585, -1.017014, -1.889920], [0.134477, -2.939626, -0.906135], [5.881710, -1.106370, -0.422944], [4.951159, -0.956735, -1.605278], [4.195641, -2.120197, -1.982885], [5.303664, 0.066873, -2.584828], [3.823841, -0.076330, -0.814773], [6.796950, -2.483283, -0.960981], [7.388403, -2.430053, -2.278699], [6.331468, -3.747078, -0.451741], [8.027889, -2.141365, -0.019614], [5.189936, 1.394225, 3.735985], [3.968050, 2.256477, 4.144426], [3.886444, 3.626389, 3.686692], [3.303682, 1.941912, 5.393617], [2.939407, 1.541832, 3.100034], [6.205905, 1.971644, 4.897749], [6.121846, 1.279956, 6.170006], [6.541743, 3.362217, 4.913339], [7.528019, 1.229149, 4.324491], [-4.555150, 3.488148, 3.879434], [-5.089537, 3.518081, 2.414931], [-5.022619, 4.864680, 1.944050], [-3.639481, 5.555859, 1.464975], [-3.802962, 6.404405, 0.269615], [-3.116952, 6.286881, 2.798272], [-3.615973, 7.558890, 3.211327], [-4.852945, 7.438706, 4.116212], [-2.684387, 4.305357, 1.284078], [-1.900007, 4.145773, 0.117049], [-2.468322, 3.048598, -0.797659], [-5.150534, 4.204395, 4.451906], [-4.645232, 2.534471, 4.400389], [-3.522178, 3.825889, 3.941099], [-4.412880, 2.877238, 1.852994], [-6.128200, 3.201392, 2.406490], [-2.790845, 7.941449, 3.815088], [-3.758226, 8.272365, 2.400621], [-4.689153, 7.027755, 5.108266], [-5.231171, 8.461973, 4.185253], [-5.635665, 6.870268, 3.612222], [-1.825400, 5.027452, -0.519061], [-0.875826, 3.882289, 0.381809], [-3.496938, 3.331665, -1.034739], [-1.862044, 3.074935, -1.704375], [-2.486763, 2.066851, -0.325653], [1.699041, -5.021742, 2.705655], [0.687714, -4.965426, 1.552658], [-0.254688, -6.042047, 1.685256], [-1.808896, -5.838472, 2.046623], [-2.217019, -4.452969, 2.347027], [-2.680687, -6.561227, 0.939409], [-3.094637, -5.977977, -0.273625], [-1.932370, -5.878384, -1.271370], [-2.060389, -6.772674, 3.309576], [-1.942065, -6.211619, 4.612069], [-2.110773, -7.325706, 5.638778], [2.413490, -4.200358, 2.638556], [1.233505, -4.921328, 3.687521], [2.259022, -5.955940, 2.712081], [0.230992, -3.977693, 1.475263], [1.166373, -5.108460, 0.583720], [-3.858546, -6.632191, -0.695898], [-3.567642, -4.999971, -0.139138], [-1.562301, -6.883224, -1.471659], [-2.329405, -5.525485, -2.225913], [-1.154475, -5.220008, -0.888880], [-0.997173, -5.672290, 4.684166], [-2.755756, -5.532099, 4.876346], [-3.045253, -7.862476, 5.494817], [-1.262800, -7.999243, 5.781312], [-2.121828, -6.891266, 6.644701], [1.305965, -4.582947, -4.480923], [1.248502, -3.080785, -4.172811], [0.600308, -2.328731, -5.199327], [-1.002942, -2.282059, -5.368692], [-1.724988, -1.597305, -4.271920], [-1.110623, -1.637003, -6.839556], [-0.869487, -0.220709, -6.948266], [0.440120, -0.029861, -7.665905], [-1.415083, -3.796735, -5.569095], [-2.794564, -4.165616, -5.639666], [-2.908385, -5.660819, -5.730316], [0.369332, -5.103492, -4.298372], [1.795911, -4.817923, -5.425501], [2.012405, -5.012914, -3.760690], [0.777094, -2.967733, -3.201661], [2.273756, -2.726409, -4.081111], [-1.710250, 0.200033, -7.506454], [-0.859796, 0.291801, -5.983035], [0.753568, 1.009244, -7.761124], [1.232638, -0.485367, -7.063807], [0.546549, -0.589670, -8.595660], [-3.343599, -3.720908, -4.806135], [-3.250029, -3.748930, -6.544832], [-3.963809, -5.908143, -5.856592], [-2.361576, -6.070205, -6.578582], [-2.527328, -6.155902, -4.835578], [2.579310, 6.276365, -8.202369], [2.327735, 5.136963, -7.239372], [3.539667, 4.404559, -7.054537], [3.487652, 3.140220, -6.042448], [2.884969, 1.957041, -6.684749], [5.037365, 3.085003, -5.653370], [5.400099, 2.440491, -4.411078], [6.072066, 3.463250, -3.490203], [2.675094, 3.655169, -4.757277], [1.468597, 2.942559, -4.349315], [1.864424, 1.573775, -3.803215], [1.723220, 6.956685, -8.145244], [3.370394, 6.966830, -7.898197], [2.787038, 5.973228, -9.225826], [2.016253, 5.512304, -6.263036], [1.551289, 4.495221, -7.666415], [4.530374, 2.048822, -3.887073], [6.043522, 1.595920, -4.643117], [6.932455, 3.930273, -3.974414], [5.371158, 4.256340, -3.233947], [6.465918, 2.940736, -2.619034], [0.999946, 3.525666, -3.562357], [0.859478, 2.850747, -5.246975], [1.018984, 1.052759, -3.332630], [2.148500, 0.795556, -4.512537], [2.599046, 1.491125, -2.998621], [-0.474155, 3.184728, 3.529466], [-0.267495, 2.390874, 4.808820], [-1.441091, 1.840015, 5.388919], [-2.045815, 0.421070, 4.991057], [-2.615035, 0.332070, 3.627665], [-0.922431, -0.617900, 5.417684], [-1.168695, -2.029521, 5.602943], [-0.081938, -2.730705, 4.781923], [-3.181849, 0.105620, 6.085157], [-2.916301, 0.182676, 7.497585], [-3.761722, 1.345843, 8.027138], [-0.880146, 4.177091, 3.748758], [0.458180, 3.324802, 2.983707], [-1.212274, 2.730157, 2.870763], [0.461609, 1.593335, 4.640994], [0.211226, 3.104811, 5.480548], [-1.110915, -2.156033, 6.682789], [-2.160766, -2.303968, 5.240292], [0.854308, -2.180724, 4.834658], [0.168283, -3.725250, 5.172193], [-0.390599, -2.984988, 3.768008], [-3.189203, -0.750586, 7.983930], [-1.890516, 0.477709, 7.726173], [-3.387951, 2.310196, 7.700971], [-4.805051, 1.164651, 7.765975], [-3.750953, 1.217714, 9.115228]],
  "atomic_forces_ev_per_a": [[0.326, -0.169, 1.140], [0.364, 0.078, -1.111], [2.467, -2.993, -1.876], [0.494, 5.779, 5.573], [0.072, -1.044, -1.381], [-0.610, -1.259, -1.098], [-0.729, -0.156, -0.185], [1.057, -2.281, -2.209], [-1.567, 0.759, 0.480], [-1.018, 0.373, 0.650], [-0.550, 0.514, 0.119], [3.447, -3.564, -0.229], [-4.292, 4.321, -1.483], [0.494, -0.147, -0.788], [0.114, -1.784, 0.168], [0.222, -0.424, -0.054], [1.216, 0.454, 1.881], [-1.102, 0.193, 0.818], [-0.084, 1.000, -0.534], [-0.124, -0.073, -0.021], [1.872, 1.502, 2.015], [-5.976, 0.622, -1.905], [0.631, -0.778, 0.625], [0.956, 0.417, -0.280], [0.379, 0.091, 0.201], [3.685, -3.142, 1.234], [-0.698, 0.960, -0.986], [-0.536, -0.290, -0.392], [-0.538, 0.694, -0.360], [-0.726, 0.520, -0.149], [1.278, -0.190, 2.008], [0.491, 0.282, -0.792], [-1.065, 0.390, 0.258], [0.100, -0.358, 0.825], [0.020, -0.927, -1.417], [0.240, 0.071, 1.542], [-0.159, 0.566, -1.143], [0.028, 0.516, 0.346], [0.817, -0.919, -1.248], [-0.390, 0.763, 0.378], [0.020, 0.033, 0.048], [0.019, -0.203, -0.392], [0.086, -0.145, -0.175], [-0.430, -0.107, -0.459], [-0.012, 0.034, -0.368], [-0.053, 0.190, -0.059], [-0.184, -0.420, -0.329], [0.306, -0.037, -0.068], [-0.098, -0.046, 0.384], [0.036, -0.103, 0.045], [-0.348, 0.394, 0.484], [-0.122, -0.014, 0.462], [0.007, -0.084, -0.234], [-0.056, -0.302, -0.082], [0.245, 0.036, 0.172], [-0.118, 0.100, -0.206], [1.191, 0.408, 0.213], [-2.044, -0.030, 0.152], [0.760, -0.082, 0.725], [0.045, 0.833, -0.674], [0.400, -0.368, 1.074], [0.337, 0.262, -1.384], [-0.812, -0.268, 0.184], [-0.247, -0.179, -1.188], [-0.124, -0.442, 1.194], [0.888, 0.177, 0.844], [-0.015, 0.011, -0.253], [-0.268, -0.042, -0.153], [-0.050, -0.039, -0.172], [-0.418, -0.184, 0.345], [0.196, -0.156, 0.126], [0.003, -0.087, 0.242], [0.129, -0.008, 0.397], [0.326, 0.073, 0.199], [0.136, 0.315, 0.049], [0.137, -0.049, -0.234], [0.032, -0.104, 0.205], [0.013, 0.332, -0.816], [0.086, -0.099, -0.124], [-0.084, -0.262, -0.857], [-0.451, 0.380, -0.149], [0.869, 0.063, 0.744], [0.543, -1.529, 0.354], [-1.900, 0.182, -0.395], [2.321, 0.275, -0.689], [-0.311, 0.118, 0.078], [-0.626, -0.679, 1.800], [0.068, 0.676, -0.865], [1.139, -0.430, 0.504], [0.006, 0.371, -0.076], [-0.441, 0.238, -0.595], [-0.055, -0.300, 0.356], [-0.118, 0.037, -0.495], [-0.556, 0.134, -0.314], [-0.084, 0.157, 0.194], [-0.197, 0.368, -0.126], [-0.162, 0.399, -0.122], [0.002, -0.151, -0.019], [0.057, -0.325, 0.140], [-0.246, 0.026, -0.191], [-0.075, 0.178, 0.245], [-0.606, 0.333, -0.263], [0.133, -0.240, 0.200], [0.245, 0.185, -0.023], [0.023, -0.123, 0.061], [0.025, 0.203, -0.075], [-0.067, 0.031, 0.038], [-0.099, 1.014, 0.409], [0.355, 0.242, -0.317], [0.052, -0.515, 0.827], [0.774, 0.279, -0.916], [0.075, 0.301, 0.414], [-1.655, 0.257, -0.301], [0.437, 0.242, 0.953], [0.259, -0.394, -0.660], [0.231, 0.105, -0.220], [1.484, -1.141, -0.033], [-0.930, -1.480, 0.609], [-0.314, -0.337, -0.457], [0.373, -0.529, 0.227], [-0.184, -0.156, 0.022], [-0.186, 0.052, -0.093], [-0.011, -0.145, 0.189], [-0.037, -0.114, -0.242], [0.026, 0.072, -0.053], [-0.056, -0.035, -0.174], [-0.030, -0.102, 0.248], [-0.314, 0.087, 0.191], [0.023, 0.313, -0.173], [-0.365, -0.040, 0.201], [-0.398, 0.490, 0.036], [0.281, 0.623, -0.589], [0.173, 0.820, -0.086], [-1.075, 0.229, -0.105], [2.100, 0.449, -1.142], [-1.457, -1.099, 0.351], [0.171, 0.129, 0.895], [0.035, -0.553, 0.144], [-0.274, 0.904, -0.555], [0.697, 0.297, -0.825], [-0.013, -1.108, 0.751], [0.441, 0.225, -0.710], [-0.369, 1.818, 0.025], [-0.311, -1.512, 0.754], [0.094, 0.032, 0.119], [0.128, -0.198, 0.166], [0.170, -0.239, -0.015], [-0.074, 0.012, 0.031], [-0.348, -0.478, 0.642], [0.097, -0.458, -0.063], [-0.099, 0.046, 0.149], [-0.124, 0.247, -0.334], [-0.239, 0.129, 0.450], [0.003, 0.697, -0.151], [0.062, -0.144, -0.229], [0.248, -0.606, -0.348], [-0.081, 0.028, 0.012], [0.006, 0.349, -0.330], [0.191, 0.611, 0.047]],
  "e_above_lowest_kcal_mol": 36.4,
  "charge": -1,
  "e_tot_ha": -9655.5744,
  "e_homo_ev": -6.26,
  "e_lumo_ha": -0.026
}